# 1
Formula: H24O12
Source: the OMol25 dataset
Level of theory: ωB97M-V with the def2-TZVPD basis set

Atoms and positions in Å:
1 O -14.866104 -29.944992 33.909107
2 H -15.217075 -29.020922 33.977033
3 H -15.248431 -30.422029 33.184962
4 O -20.652551 -26.301981 34.588885
5 H -20.496078 -26.977852 33.969105
6 H -19.759148 -25.946276 34.838337
7 O -18.453985 -27.458747 32.593090
8 H -17.454644 -27.394902 32.870455
9 H -18.349418 -28.486163 32.845061
10 O -16.254494 -24.809633 32.676240
11 H -17.029362 -24.293370 32.514597
12 H -15.451109 -24.235886 32.979508
13 O -18.153317 -25.103596 34.947194
14 H -17.764810 -25.631347 34.355398
15 H -17.893147 -24.227045 34.590516
16 O -21.028685 -29.192610 32.387049
17 H -20.505806 -29.851851 31.991876
18 H -21.636168 -29.126768 31.704775
19 O -18.870609 -30.860589 31.324978
20 H -18.006294 -30.923538 30.795623
21 H -19.382282 -31.461579 30.683290
22 O -17.755933 -27.941587 29.993158
23 H -17.965669 -27.638756 30.942799
24 H -17.126991 -27.068469 29.786920
25 O -21.020994 -26.626823 30.689009
26 H -20.257787 -27.140416 31.026157
27 H -21.322480 -27.024720 29.930531
28 O -16.079468 -27.490439 34.143199
29 H -16.120984 -27.632883 35.070817
30 H -15.508421 -26.861116 33.858545
31 O -17.911889 -30.447656 34.141542
32 H -17.086223 -30.291887 33.973791
33 H -18.410473 -30.569041 33.339014
34 O -15.827125 -29.510934 31.205984
35 H -16.372890 -28.893322 30.926015
36 H -14.888164 -29.477880 30.688516

Force components x, y, z for each atom (eV/Å):
O 0.44 0.76 1.45
H 0.18 -1.38 -0.85
H -0.33 0.27 -0.81
O 0.58 1.72 1.67
H 0.33 -1.36 -1.28
H -1.32 -0.41 -0.43
O 3.74 -3.66 1.43
H -2.16 0.98 -0.39
H -1.59 2.68 -0.68
O 3.21 0.20 1.01
H -0.41 0.96 -0.21
H -2.71 -1.16 -1.00
O -1.55 4.37 3.05
H 2.39 -3.79 -3.57
H -0.56 -0.58 0.77
O 0.69 0.59 2.08
H 1.88 -1.51 -0.22
H -2.54 1.02 -1.75
O 0.83 -1.96 -3.26
H -1.18 0.75 1.51
H 0.47 1.21 1.74
O 2.68 4.42 0.76
H -0.50 -0.79 -1.15
H -2.43 -3.44 0.20
O 1.58 1.28 3.04
H -0.73 0.31 -0.31
H -0.86 -1.53 -2.77
O -2.95 -3.12 -0.44
H 0.12 0.37 1.32
H 2.78 3.20 -0.70
O -7.62 -0.92 2.18
H 7.65 1.22 -1.66
H -0.03 -0.37 -0.55
O 7.76 -5.39 0.91
H -3.97 4.86 -2.96
H -3.85 0.19 1.85

**HOMO level**: -9.799 eV
**HOMO-LUMO gap**: 9.344 eV

# 2
Formula: CHCl2F2P
Source: the OMol25 dataset
Level of theory: ωB97M-V with the def2-TZVPD basis set

Atoms and positions in Å:
1 C -0.635763 0.088862 -0.567128
2 F 2.397766 -0.094297 0.989796
3 F -2.345714 -0.469057 1.142915
4 P -1.250274 -1.184654 0.231643
5 Cl -1.220519 1.710129 -0.344074
6 Cl 0.857651 0.007673 -1.488771
7 H 2.196854 -0.058656 0.035620

Force components x, y, z for each atom (eV/Å):
C 1.00 2.25 -0.45
F -0.21 0.04 -1.74
F -0.12 -0.18 -0.16
P -0.35 -1.36 0.73
Cl 0.21 -0.40 -0.22
Cl -0.89 -0.30 -0.31
H 0.37 -0.05 2.15

**HOMO level**: -9.953 eV
**HOMO-LUMO gap**: 9.383 eV

# 3
Formula: C6H14NO
Source: the OMol25 dataset
Level of theory: ωB97M-V with the def2-TZVPD basis set

Atoms and positions in Å:
1 C 0.469376 0.464004 -3.086091
2 C 0.741907 -0.833711 -2.357922
3 C 1.226466 -0.501858 -0.889839
4 C 0.010355 -0.480233 -0.015635
5 C 0.079686 -1.183853 1.132996
6 N -0.760365 -0.749074 2.191402
7 C -1.110375 -1.185949 3.355540
8 H 1.313635 0.858654 -3.680939
9 H 0.257203 1.354908 -2.458721
10 H -0.490413 0.509566 -3.651401
11 H 1.561212 -1.318619 -2.901631
12 H -0.085148 -1.524867 -2.269675
13 H 1.760699 0.440254 -0.807415
14 H 1.899535 -1.278548 -0.613239
15 H -0.775464 0.174280 -0.341879
16 H 0.632082 -2.076252 1.360109
17 H -1.265118 0.132392 1.941872
18 H -0.669430 -2.081758 3.791986
19 H -1.683821 -0.409398 3.894245
20 H -0.914897 3.200858 1.012230
21 H -1.148186 3.624448 2.489820
22 O -1.048938 2.864755 1.904187

Force components x, y, z for each atom (eV/Å):
C -1.56 1.96 -0.59
C 1.60 1.15 0.62
C -1.47 -1.26 -1.76
C 2.49 -0.64 0.77
C -1.35 0.63 0.22
N -2.19 0.58 -0.21
C 0.96 1.32 -0.39
H -0.45 -0.70 -0.06
H 0.28 -0.62 0.58
H 0.96 -0.60 -0.32
H -0.29 -0.25 0.28
H -0.28 -0.04 -0.31
H -0.11 0.24 -0.13
H 0.56 -0.59 0.70
H -0.40 0.51 0.55
H 0.75 0.18 -0.13
H 0.77 -0.59 0.20
H -0.30 0.15 -0.12
H 0.04 -1.20 0.13
H -0.03 0.26 0.18
H 0.03 -0.01 -0.23
O -0.01 -0.48 0.03

**Net charge**: +1
**HOMO level**: -13.702 eV
**HOMO-LUMO gap**: 8.630 eV

# 4
Formula: C17H20Si
Source: the OMol25 dataset
Level of theory: ωB97M-V with the def2-TZVPD basis set

Atoms and positions in Å:
1 C 1.633397 2.226137 3.324754
2 C 1.492011 1.473420 -3.314563
3 C 1.922454 1.583904 -1.996326
4 C 1.125189 2.575065 2.080506
5 C 1.331531 0.972786 3.826682
6 C 0.659541 0.429853 -3.695683
7 C 1.493253 0.649739 -1.045050
8 C 0.290467 1.696410 1.410930
9 C 0.539188 0.101466 3.132229
10 C 0.227561 -0.515725 -2.761765
11 C 0.620076 -0.327839 -1.429221
12 C -0.032976 0.447308 1.923417
13 C -0.727724 -1.712572 -2.845044
14 C -0.747823 -2.348779 -1.411116
15 C -2.514838 0.253903 0.005787
16 C -1.659058 -2.076047 1.921309
17 C 0.010433 -1.343220 -0.532317
18 Si -1.060784 -0.658899 0.872594
19 H 2.236508 2.892809 3.880390
20 H 1.806157 2.171299 -4.092478
21 H 2.599104 2.392598 -1.732391
22 H 1.333305 3.514549 1.627782
23 H 1.738419 0.668436 4.761159
24 H 0.399741 0.299882 -4.720341
25 H 1.794307 0.740238 -0.003838
26 H -0.039469 1.979152 0.442147
27 H 0.353165 -0.880484 3.545216
28 H -1.723525 -1.417388 -3.160841
29 H -0.329955 -2.409019 -3.596200
30 H -1.750253 -2.524217 -0.999099
31 H -0.232349 -3.312503 -1.388247
32 H -3.379726 -0.384426 -0.082557
33 H -2.783063 1.137200 0.570287
34 H -2.240433 0.584971 -0.992122
35 H -2.505788 -2.558969 1.459662
36 H -1.859614 -1.711291 2.929949
37 H -0.841316 -2.809130 2.027166
38 H 0.822888 -1.800616 0.057233

Force components x, y, z for each atom (eV/Å):
C -0.62 -0.47 -0.75
C 0.06 0.02 -0.13
C 0.03 -0.09 -0.07
C -0.27 -0.41 0.43
C 0.45 0.47 0.19
C -0.19 -1.01 0.49
C 0.79 1.15 -0.24
C 0.25 0.34 0.60
C -0.49 -0.79 0.02
C -0.30 0.72 0.90
C -0.53 -0.93 -0.52
C 0.05 0.51 -0.35
C 0.65 -0.13 -0.24
C 0.34 0.27 -0.29
C 0.90 -0.13 0.54
C 0.93 -0.05 0.15
C 0.49 -0.16 1.45
Si -0.85 -0.01 -1.12
H 0.59 0.61 0.45
H 0.04 -0.07 0.38
H -0.09 -0.15 0.10
H 0.27 0.68 -0.18
H 0.28 -0.16 0.67
H -0.25 0.10 -0.71
H 0.18 -0.13 -0.44
H -0.54 0.29 -0.61
H -0.04 -0.10 0.12
H -0.13 0.11 -0.11
H -0.32 -0.02 0.16
H 0.03 0.02 -0.50
H -0.10 0.06 -0.19
H -0.35 -0.24 0.02
H -0.24 0.23 0.18
H 0.17 0.01 -0.17
H -0.38 -0.23 0.15
H -0.41 -0.11 -0.06
H -0.29 0.10 -0.09
H -0.08 -0.28 -0.26

**HOMO level**: -8.276 eV
**HOMO-LUMO gap**: 9.125 eV

# 5
Formula: C2H4OSi
Source: the OMol25 dataset
Level of theory: ωB97M-V with the def2-TZVPD basis set

Atoms and positions in Å:
1 C 1.851254 -0.449154 0.020107
2 C -0.940012 0.828299 0.022330
3 O 2.486226 0.532103 0.015237
4 Si -0.137817 -0.745709 0.077497
5 H -1.210307 1.241540 -0.913001
6 H -0.645329 -1.673432 1.307974
7 H -1.051571 1.591262 0.791815
8 H -0.352446 -1.324910 -1.321957

Force components x, y, z for each atom (eV/Å):
C 1.18 1.57 0.21
C -0.13 0.22 1.08
O -0.67 -1.61 -0.02
Si -2.07 -0.94 0.17
H -0.01 0.26 -1.11
H 1.19 1.01 -1.52
H 0.16 -0.42 0.19
H 0.35 -0.10 0.99

**HOMO level (alpha / beta)**: -8.900 / -7.520 eV
**HOMO-LUMO gap (alpha / beta)**: 8.739 / 6.582 eV

# 6
Formula: C6H9N2O2
Source: the OMol25 dataset
Level of theory: ωB97M-V with the def2-TZVPD basis set

Atoms and positions in Å:
1 C -3.486913 -1.743784 0.129069
2 C -2.144461 -1.358790 -0.348743
3 C -0.252846 -0.312641 -0.315462
4 C -1.396420 -1.884273 -1.368447
5 N -1.388332 -0.447406 0.344819
6 N -0.260031 -1.116981 -1.395143
7 H 0.467407 0.408969 0.082105
8 H -3.800260 -1.594956 1.167547
9 H -3.763469 -2.752587 -0.152513
10 H 0.449494 -1.292621 -2.082818
11 H -1.669387 -2.467961 -2.237139
12 H -4.290722 -1.106120 -0.279754
13 C 2.261355 0.858888 1.810737
14 C 2.165249 1.804891 0.550674
15 O 1.042189 2.319991 0.354409
16 O 3.191527 1.783536 -0.162211
17 H 1.646013 -0.033116 1.718143
18 H 2.019340 1.444321 2.700874
19 H 3.276779 0.476587 1.891483

Force components x, y, z for each atom (eV/Å):
C -2.06 0.38 -0.21
C 0.67 -0.48 1.15
C -0.75 0.53 1.12
C -1.05 0.76 -0.66
N -0.23 0.03 -0.30
N 0.86 -0.64 -0.34
H 0.04 -0.31 -1.01
H 1.27 -0.26 0.33
H 0.06 -0.30 -0.06
H 0.38 0.41 0.24
H 0.04 -0.19 0.27
H 0.36 -0.04 -0.67
C 0.62 0.59 -0.13
C 0.19 -1.55 0.24
O 0.28 0.39 0.00
O -0.16 0.59 -0.20
H -0.50 0.20 0.08
H -0.24 -0.30 0.08
H 0.21 0.18 0.09

**Net charge**: -1
**HOMO level**: -4.135 eV
**HOMO-LUMO gap**: 7.402 eV

The calculation returns the following E_tot values, one per record and in order: -24957.241; -40821.349; -9978.114; -25832.048; -12060.172; -13444.328 eV.
The calculation returns the following ΔE to the lowest compared entry with this formula, charge and spin values, one per record and in order: 4.453; 2.163; 2.131; 0.014; 1.884; 1.436 eV.